# 1
{"formula": "C12H20N3O", "method": "ωB97M-V/def2-TZVPD", "elements": ["C", "C", "C", "C", "N", "C", "C", "N", "C", "C", "O", "C", "C", "C", "C", "N", "H", "H", "H", "H", "H", "H", "H", "H", "H", "H", "H", "H", "H", "H", "H", "H", "H", "H", "H", "H"], "positions_angstrom": [[0.03740, 0.65066, 3.13807], [0.23767, 1.92149, 2.35732], [-0.54829, 3.08698, 2.66529], [0.78783, 2.08704, 1.19668], [1.39534, 2.21725, 0.14341], [2.23556, 3.00374, -0.50932], [2.68035, 2.68968, -1.82135], [2.19079, 1.59864, -2.34810], [1.68194, 0.54275, -1.70556], [0.39970, -0.01192, -1.94698], [-0.41008, 0.60349, -2.71205], [0.05519, -1.33273, -1.32087], [-0.04646, -2.35884, -2.57492], [1.03542, -1.88308, -0.19638], [-1.42855, -1.34835, -0.72283], [-2.37204, -0.73103, -1.58022], [0.81146, -0.04603, 2.79978], [-0.90336, 0.29881, 2.79707], [0.00918, 0.87805, 4.23745], [-1.59013, 2.94870, 2.28086], [-0.07873, 3.90318, 2.14312], [-0.64928, 3.27595, 3.73038], [2.38029, 4.04872, -0.25359], [3.22052, 3.28437, -2.46011], [2.35615, 0.09397, -0.87425], [-1.34242, 0.25331, -2.58074], [0.69643, -3.12503, -2.84821], [-0.60187, -1.92198, -3.41180], [-0.98235, -3.10334, -2.15603], [2.02147, -1.87256, -0.64425], [0.56132, -2.75465, 0.14185], [1.17631, -1.18127, 0.59271], [-1.59537, -2.38593, -0.41030], [-1.40702, -0.73710, 0.27898], [-2.87228, -1.41077, -2.23667], [-3.02710, -0.17641, -1.14378]], "forces_ev_per_a": [[1.327, 0.837, -0.063], [0.051, -1.429, -0.058], [-2.184, 1.410, 0.444], [1.800, -0.902, -0.343], [-0.516, 0.561, 0.174], [0.858, 0.779, -1.078], [-1.588, -3.242, 2.039], [-0.982, -0.544, -0.908], [1.631, 0.267, 1.374], [2.257, -0.674, 1.045], [-0.721, 0.860, -0.788], [-0.801, -1.393, -0.167], [-3.932, -2.157, 2.291], [-0.549, 2.427, -2.680], [2.316, 1.317, 2.745], [-0.267, -2.339, -3.570], [-0.186, -0.180, 0.743], [-1.097, -0.693, 0.116], [0.224, -0.489, -1.103], [0.635, 0.247, 0.256], [-0.383, 0.927, 0.187], [0.271, 0.181, 0.111], [-0.395, -0.060, 0.540], [1.206, 1.784, -0.934], [-1.474, 0.720, -1.471], [0.034, -0.371, 0.217], [0.310, 1.115, 0.185], [0.834, 0.120, -0.130], [2.593, 1.515, -1.171], [0.188, -1.333, -0.031], [0.220, -1.586, 0.512], [-0.520, 0.636, 0.895], [-0.369, 0.178, -0.239], [0.026, -0.964, -1.725], [0.903, 1.286, 1.361], [-1.718, 1.188, 1.224]], "nbo_charge": [-0.612, -0.094, -0.609, 0.452, -0.394, 0.007, 0.027, -0.306, -0.077, 0.480, -0.595, -0.120, -0.614, -0.600, -0.206, -0.866, 0.227, 0.224, 0.249, 0.226, 0.226, 0.239, 0.225, 0.228, 0.217, 0.523, 0.259, 0.227, 0.194, 0.229, 0.232, 0.207, 0.207, 0.196, 0.399, 0.394], "e_tot_ha": -708.32136, "total_charge": 1, "de_lowest_kcal_mol": 123.6, "multiplicity": 1, "orbital_gap_ev": [6.370, 6.519]}

# 2
{"formula": "C30H25GdN6S6", "method": "ωB97M-V/def2-TZVPD", "elements": ["Gd", "C", "N", "C", "C", "N", "C", "C", "C", "C", "C", "C", "N", "C", "N", "C", "C", "C", "C", "C", "C", "N", "H", "H", "H", "H", "H", "H", "H", "H", "H", "H", "H", "H", "H", "H", "H", "S", "C", "S", "S", "S", "C", "S", "S", "C", "C", "C", "C", "C", "C", "N", "C", "C", "C", "C", "C", "C", "H", "H", "H", "H", "H", "H", "H", "H", "H", "H"], "positions_angstrom": [[-1.14697, 0.61130, 0.95154], [-0.69245, -2.97141, 1.15971], [-0.84811, -1.91891, 2.15683], [-0.16738, -2.30697, 3.39271], [1.37246, -2.19566, 3.31981], [2.17278, -3.19858, 2.97359], [3.42151, -2.53162, 2.83787], [4.67449, -3.09784, 2.59218], [5.77671, -2.29157, 2.64316], [5.64026, -0.92393, 2.94911], [4.42648, -0.34304, 3.25083], [3.32787, -1.18833, 3.22059], [2.00514, -1.02131, 3.55954], [-0.04047, -2.48287, -0.09367], [-0.25543, -1.32726, -0.58322], [0.64816, -1.16894, -1.65368], [0.87590, -0.12713, -2.53328], [1.90198, -0.19897, -3.45065], [2.70465, -1.33731, -3.49827], [2.42779, -2.42409, -2.68808], [1.39657, -2.32079, -1.76702], [0.97171, -3.17324, -0.75596], [-0.11869, -3.81667, 1.60613], [-1.65876, -3.41551, 0.87930], [-1.83198, -1.77738, 2.36651], [-0.49928, -1.65012, 4.19156], [-0.35267, -3.37169, 3.64630], [4.69564, -4.14385, 2.27111], [6.76665, -2.73228, 2.55399], [6.50565, -0.28060, 3.06473], [4.36268, 0.66657, 3.58928], [1.50033, -0.12889, 3.64814], [0.34871, 0.82303, -2.41402], [2.11776, 0.70443, -4.00015], [3.54164, -1.36070, -4.13790], [3.08074, -3.24737, -2.81159], [1.44824, -3.94855, -0.35153], [3.01842, 3.06707, 1.90821], [1.60688, 2.16928, 1.77583], [0.17935, 2.40731, 2.69942], [1.64929, 0.76079, 0.77876], [-5.34575, -1.20051, 2.87826], [-3.98921, -0.45593, 2.21432], [-2.96977, 0.64018, 3.08543], [-3.47265, -0.92816, 0.64412], [-1.22975, 5.89911, -1.46420], [-0.54703, 5.10793, -0.51051], [-0.82795, 3.76832, -0.42123], [-1.69408, 3.08862, -1.32943], [-2.32944, 3.89347, -2.28131], [-2.09374, 5.26843, -2.34213], [-1.77949, 1.72371, -1.16065], [-2.78810, 1.18384, -1.95098], [-4.13397, 1.47113, -1.74123], [-5.13257, 0.87816, -2.49126], [-4.80956, 0.07149, -3.55602], [-3.48666, -0.25527, -3.78626], [-2.48772, 0.24976, -2.94683], [-1.11836, 6.96998, -1.51746], [0.15176, 5.55871, 0.20703], [-0.28387, 3.21506, 0.27958], [-3.02504, 3.44335, -2.93876], [-2.59385, 5.84917, -3.10308], [-4.47225, 2.05241, -0.84533], [-6.15068, 1.06028, -2.27292], [-5.60588, -0.39550, -4.14797], [-3.26842, -0.96280, -4.55599], [-1.47021, 0.01867, -3.19284]], "forces_ev_per_a": [[-0.071, 0.085, -0.409], [-0.152, -1.164, -0.114], [0.405, -0.265, 0.210], [1.423, -0.168, 0.444], [-0.984, -0.883, -0.329], [0.260, 1.941, -0.445], [-0.196, -0.914, 0.854], [-0.886, -0.659, -0.685], [0.535, 0.372, 0.257], [0.290, 0.235, 0.408], [0.080, -0.745, 0.108], [-0.416, -0.306, -0.185], [-0.657, 0.753, -0.124], [1.303, -1.141, 0.648], [-0.159, 1.592, -1.073], [-0.755, -0.330, 0.138], [-0.274, 1.419, 0.291], [-0.054, 0.033, 0.572], [-1.084, 0.130, 0.476], [0.218, 0.639, -0.419], [0.891, -0.839, 0.146], [-1.248, 0.768, 0.091], [-0.070, 0.554, -0.491], [-0.022, 0.357, 0.095], [-0.127, -0.038, -0.056], [-0.267, -0.016, 0.108], [-0.153, 0.516, 0.071], [0.265, 0.253, 0.366], [-0.088, 0.182, -0.276], [0.160, -0.215, -0.238], [-0.146, 0.599, -0.105], [0.412, -0.414, -0.171], [-0.041, -0.404, 0.049], [0.142, -0.115, -0.313], [0.838, -0.146, -0.732], [0.325, -1.022, 0.342], [0.295, -0.309, 0.044], [-0.231, 0.339, 0.136], [0.933, -0.446, 0.304], [-0.267, 0.171, 0.443], [-0.212, -0.184, -0.553], [0.056, 0.316, 0.126], [-0.210, -0.648, 0.401], [-0.036, 0.186, 0.091], [0.019, -0.112, -0.574], [0.206, -0.405, 0.167], [-0.575, 0.697, -0.027], [-0.199, 0.651, -1.508], [1.055, 0.556, 1.442], [0.308, 0.261, 0.308], [0.168, -0.294, 0.297], [-0.137, 0.595, -0.065], [-0.166, -1.144, -0.240], [-1.146, 0.206, 1.409], [0.823, 0.487, -0.186], [-0.411, -0.855, -0.556], [-0.031, 0.218, 0.874], [-0.580, 0.339, -0.966], [0.239, 0.172, 0.038], [-0.293, -0.211, -0.352], [0.623, -0.789, 0.964], [-0.526, -0.255, -0.743], [-0.175, 0.089, -0.088], [0.709, -0.314, -0.934], [-0.916, 0.235, 0.333], [0.312, 0.215, 0.130], [0.374, -0.277, -0.458], [0.297, -0.138, 0.232]], "mulliken_charge": [0.109, -1.027, 0.340, -1.474, 0.653, -0.782, 0.794, -0.742, -0.498, -0.463, -0.756, 0.269, 0.131, 0.308, 0.402, 0.379, -0.088, -0.984, -0.554, -1.078, 0.383, -0.063, 0.309, 0.372, -0.078, 0.497, 0.469, 0.368, 0.359, 0.353, 0.434, 0.177, 0.279, 0.440, 0.441, 0.435, 0.294, -0.398, 0.126, -0.423, -0.307, -0.409, 0.113, -0.311, -0.281, -0.562, -0.483, -0.077, 0.919, -0.556, -0.645, 0.640, -0.600, 0.389, -0.878, -0.534, -0.859, 0.198, 0.348, 0.402, -0.568, 0.410, 0.337, 0.240, 0.439, 0.276, 0.410, 0.234], "e_tot_ha": -4641.77138, "total_charge": -2, "s_squared": 16.0413, "de_lowest_kcal_mol": 0.0, "multiplicity": 8, "orbital_gap_ev": [6.303, 4.873]}